[1]
ORCA calculation (ωB97M-V/def2-TZVPD) on 2 unconnected molecules or ions with the total composition C3H11N2 in a non-equilibrium geometry.

```
! RIJCOSX wB97M-V def2-TZVPD def2/J DEFGRID3
* xyz 1 1
H 0.11605 -0.19418 -0.15414
H 0.41712 1.39173 2.39121
C -1.87979 -0.57167 -0.20566
H -0.97262 -1.51217 -2.52826
H -0.89453 0.20379 -2.82122
C 1.08596 0.58796 2.09272
H -1.81804 -0.83866 0.84616
H -2.82559 -0.19026 -0.58741
C -0.47101 -0.60321 -2.21820
H 0.67549 -0.36511 2.41447
N 1.27142 0.63321 0.62222
N -0.76307 -0.39963 -0.79167
H 2.02064 0.79011 2.61489
H 0.59743 -0.63082 -2.37959
H 2.10506 0.10514 0.39186
H 1.33548 1.59377 0.31263
*
```

Computed properties:
* Kohn-Sham gap: 0.3543 Eh
* HOMO: -14.52 eV

---

[2]
ORCA calculation (ωB97M-V/def2-TZVPD) on a molecular structure, C30H45F4N6O5ReS2.

```
! RIJCOSX wB97M-V def2-TZVPD def2/J DEFGRID3
* xyz 3 2
H 2.06402 0.52302 -2.74669
C 3.53483 0.67075 -0.47681
H 3.01934 6.39300 -1.24303
H -0.80391 2.66122 0.79722
H -2.10122 -0.36431 -5.42779
H -2.86840 -0.96265 -3.94465
H 1.27049 -1.02548 4.11371
F -1.51469 0.02640 1.30289
H -0.91632 2.31674 -0.78186
O 0.24521 -0.36290 -6.21979
H 3.48922 -2.14134 -0.55423
Re 0.56040 0.32292 0.29472
H 2.18484 2.53835 3.68256
F -3.93443 -0.84105 2.11547
N 0.10761 0.31649 -1.81395
N -0.94057 -0.25880 -3.67021
H -2.24077 -5.52205 -2.98497
O 1.03051 0.91533 2.18785
H -3.03523 0.87910 -2.21879
H -0.83647 5.60565 4.26767
H 3.17940 0.10805 2.09796
C -0.86912 -2.15683 0.67046
H -2.93400 -0.83045 -1.75528
C -0.28535 0.40961 4.45509
C 3.17766 -0.73906 1.42240
H -2.33575 0.42133 -0.67145
C -3.09131 -1.73426 1.61801
H 3.68014 4.75316 0.47994
C -0.56156 4.57305 4.47297
H 2.59676 -1.29722 -1.80028
C 1.19807 2.78710 4.07619
C 1.33789 -2.40579 -0.42210
H 0.83770 6.18196 -2.38267
C 2.57706 -1.57863 -0.75286
C -2.49476 -3.92125 0.93045
H -0.68451 4.32552 -1.81720
C 1.88139 3.59948 0.29266
O 0.01666 -3.98343 -3.44130
H 2.58669 -1.54775 1.84787
S -1.32635 -3.47459 -3.44647
C 0.66632 3.49009 -0.36274
H 4.46419 0.17479 -0.76233
C 2.73015 4.65150 -0.02823
H 3.75510 1.41783 0.27901
O -1.76188 -2.73846 -2.26466
C 1.02660 0.27907 -2.84078
N -0.24833 2.38226 -0.01596
H -4.18973 -3.86947 -2.82351
H 0.87126 -2.78266 -1.33686
C 0.38906 -0.06453 -3.97235
C -1.45658 -2.34355 -4.85887
C 0.27585 4.41111 -1.32033
N 0.98858 -0.14762 -5.28916
C -2.46927 -4.79143 -3.76492
H 0.82451 4.48425 2.79253
C -3.92240 -4.34937 -3.76380
H -4.40397 -3.43217 1.78513
C 1.13200 5.45639 -1.63683
C -1.84369 -1.32997 1.22198
H -0.54222 4.44820 5.55645
C 0.92757 -0.38353 4.92730
H 1.56924 4.84761 4.32865
C -3.43143 -3.06906 1.47874
H -2.15346 -5.22785 -4.71473
C -1.94790 -0.93912 -4.51866
O 2.19378 -0.10593 -5.30562
H 1.75174 0.29075 5.17026
H -4.55915 -5.22258 -3.89320
H -0.75178 0.98460 5.26281
C -1.09345 0.04477 -2.37054
C 2.35744 5.57491 -0.99423
H 1.41767 -1.81950 6.46601
H -1.06296 -0.22534 4.02515
H 1.17043 2.51806 5.13325
H -2.07080 -2.79142 -5.64029
F -2.78382 -5.19622 0.75573
H -0.44012 -2.31702 -5.24668
H -1.36344 3.94239 4.07635
C -1.22854 -3.49411 0.52721
H -0.25671 -1.91008 5.92869
F -0.41268 -4.39480 0.00119
H 1.56578 -3.26775 0.20170
S 0.06510 1.66125 3.21189
H 4.19809 -1.08305 1.25407
C -2.42360 0.12841 -1.71296
H 0.26385 -0.59560 6.98603
C 0.56339 -1.22519 6.14814
C 0.79258 4.24095 3.85860
N 0.34819 -1.54351 0.26762
H 2.14807 2.89617 1.07115
H -4.14202 -3.66745 -4.58682
N 2.59575 -0.33937 0.09774
H 3.10648 1.16198 -1.34211
*
```

Computed properties:
* Kohn-Sham gap (alpha / beta): 0.2633 / 0.2670 Eh
* HOMO (alpha / beta): -17.07 / -17.17 eV
* <S²>: 0.772

---

[3]
ORCA calculation (ωB97M-V/def2-TZVPD) on C2H4F3N in the gas phase in a non-equilibrium geometry.

```
! RIJCOSX wB97M-V def2-TZVPD def2/J DEFGRID3
* xyz 0 1
H 2.30291 0.57033 -0.26706
C 0.28195 0.37863 0.30611
F -2.05618 0.00930 0.90829
C -1.11513 -0.60064 0.11981
F -0.21501 1.67819 0.20275
H 1.31656 0.05211 -1.43159
H -0.83326 -1.67056 0.37571
F -1.44719 -0.52472 -1.22698
N 1.39457 -0.00148 -0.45564
H 0.37079 0.10885 1.46860
*
```

Computed properties:
* Kohn-Sham gap: 0.4346 Eh
* HOMO: -10.87 eV
* SMILES: N[C@@H](F)C(F)F

---

[4]
ORCA calculation (ωB97M-V/def2-TZVPD) on C8H20N6O in the gas phase in a non-equilibrium geometry.

```
! RIJCOSX wB97M-V def2-TZVPD def2/J DEFGRID3
* xyz 0 1
C -3.21205 0.82027 0.33334
C 3.14904 0.26994 -0.11392
H -0.33450 -2.76897 0.67151
O 1.12934 -1.88846 -0.53602
H -3.28854 -1.35440 -1.15708
N 2.74980 1.66210 0.01822
H 3.05216 2.13460 0.88610
H -2.71052 2.21439 -1.04304
H -1.05356 -0.72083 -1.52418
C -0.13714 -1.83420 0.08783
H 3.43283 -0.90879 1.75504
H 1.73692 4.04023 -0.21624
H 2.70002 -0.05542 -1.09828
H -2.88792 -2.43422 0.23481
C -1.27266 -1.58494 -0.92996
C 1.42402 1.99656 -0.28788
N 0.47063 1.28388 -0.72469
H -1.62056 0.96667 -0.99605
N -2.77724 -0.43755 0.74666
H -4.41872 2.20602 0.46409
H 0.19256 3.51416 -0.24117
H 4.26870 0.30404 -0.17075
H 0.68113 0.33078 -1.02258
N -2.57920 1.22955 -0.82052
C 2.65220 -0.67550 1.01303
H 1.91393 -2.70755 1.15963
C -2.63816 -1.49439 -0.27781
H 3.03969 -2.46536 -0.13366
N -4.13969 1.41057 0.99819
H -3.25482 -0.69903 1.56850
H -0.11713 -1.00592 0.84318
C 2.20559 -1.98520 0.41540
H 1.80554 -0.25613 1.59935
H -1.29624 -2.44457 -1.63994
N 1.13455 3.33767 0.13885
*
```

Computed properties:
* Kohn-Sham gap: 0.3372 Eh
* HOMO: -8.32 eV
* SMILES: [H]/N=C(/N)NCCCOCCCN/C(N)=N/[H]

---

[5]
ORCA calculation (ωB97M-V/def2-TZVPD) on 2 unconnected molecules or ions with the total composition C2H9NO2 in a non-equilibrium geometry.

```
! RIJCOSX wB97M-V def2-TZVPD def2/J DEFGRID3
* xyz 0 1
O 0.06185 0.58932 0.96935
H 0.01548 0.04376 -2.52224
H 1.24378 0.92334 -1.64358
H -0.97797 -0.85153 2.75007
H -1.22581 -0.16020 -0.44515
H -0.78695 1.54614 -0.64024
O -1.68086 -0.27200 3.04861
N 1.14890 -1.18264 -1.27560
C -0.38349 0.51196 -0.42624
H 0.69181 1.28548 1.17280
H 1.10491 -1.77935 -2.10287
H -1.41392 0.60307 2.94384
C 0.62170 0.05483 -1.55228
H 1.58058 -1.31219 -0.27647
*
```

Computed properties:
* Kohn-Sham gap: 0.3465 Eh
* HOMO: -8.74 eV
* SMILES: NCCO.O

---

[6]
ORCA calculation (ωB97M-V/def2-TZVPD) on a molecular structure, C3H5O3Tl in a non-equilibrium geometry.

```
! RIJCOSX wB97M-V def2-TZVPD def2/J DEFGRID3
* xyz 0 1
Tl -0.37638 -2.14043 -0.67415
H 2.05006 -1.56226 0.56141
C 1.63022 0.17584 -0.08251
O 1.25070 -1.04445 0.39535
O 2.74944 0.33370 -0.52317
C -0.72165 0.85920 0.38962
H -2.27762 -0.52445 0.04303
C -1.44125 -0.07101 -0.52084
O 0.72456 1.10055 -0.02802
H -1.87811 0.45254 -1.38603
H -1.04994 1.90937 0.39588
H -0.66003 0.51140 1.42944
*
```

Computed properties:
* Kohn-Sham gap: 0.2796 Eh
* HOMO: -7.62 eV

---

[7]
ORCA calculation (ωB97M-V/def2-TZVPD) on 3 unconnected molecules or ions with the total composition C23H51FN5O13P2S in a non-equilibrium geometry.

```
! RIJCOSX wB97M-V def2-TZVPD def2/J DEFGRID3
* xyz 1 1
H 5.33716 7.52912 4.69580
O -8.19228 -4.23964 -1.68078
P -6.82290 -4.55659 -0.87997
C -1.59497 -0.17860 -0.03473
S 3.50618 1.34474 -1.09631
C -8.46941 -7.54618 -0.67403
N -2.35216 -1.02465 -0.91285
H -8.53814 -1.64765 -3.80009
H 5.59734 7.10785 -1.64897
H -5.44408 -7.74602 0.05274
H -8.34863 -7.35778 -1.73849
H -9.49541 -5.68083 -0.30623
H -9.05412 -3.31560 -4.09414
H -1.97381 1.40294 -1.40777
H 2.62167 -4.25686 1.80932
O 4.67578 0.70779 -1.56088
H 2.37981 6.87335 -0.51386
C -1.90519 -2.43269 -0.88954
C 2.05100 -2.30058 2.49344
C 5.70672 8.90480 -0.46093
H 2.14915 -0.57192 -2.42100
H 0.11044 -2.08560 -0.12860
C 6.32163 7.65548 -1.04653
O 5.59403 8.40258 2.22094
C -4.72482 -6.95750 -0.16156
H 2.70138 0.37575 0.73440
H 3.61817 5.86524 -1.24541
H -7.58796 -8.08096 -0.32555
O 5.09413 -2.58151 1.42681
H 1.98576 -2.81454 -3.33201
H -4.82963 -6.20319 0.62284
H -0.27483 1.26302 -0.89236
H -4.80720 -7.11623 -2.30497
C 2.64225 -1.06571 -0.64338
C 2.83598 5.88221 -0.48628
C 6.00842 8.38278 4.60389
O 4.49095 6.44571 1.22988
O -7.48468 -5.46219 0.25240
O -5.86930 -3.59909 -1.52661
H 5.51058 9.61628 -1.26326
C 1.70126 -2.53985 -2.31792
H 3.81386 4.56949 0.90475
H -9.34461 -8.18403 -0.54196
H -1.51794 1.95169 0.20030
C -8.67650 -6.26729 0.10201
H -2.32736 -2.90374 -1.78000
C 3.41000 5.58054 0.88664
H -4.26833 -5.53913 -1.72794
N 3.01707 -1.59630 1.60990
O 1.59178 -1.68503 3.40671
H 6.38729 9.40399 0.22328
H 2.63217 5.64014 1.65270
H 0.88973 -3.82117 1.55513
F 3.85673 2.28370 0.06873
C -1.31343 1.20701 -0.56567
C 0.21126 -2.18545 -2.31376
H -0.27157 -2.79422 -3.07829
H 0.04345 -1.13087 -2.54370
H -7.35321 -2.96759 -3.83261
H 4.70712 9.74335 3.55144
H 5.95301 8.97542 5.51751
O -6.30072 -5.89813 -1.71033
C 4.40127 -1.84461 2.06238
C -4.96911 -6.35895 -1.53716
H 1.50855 -4.20736 3.18008
H 6.68858 6.98723 -0.26819
H 2.07236 5.14887 -0.75160
H -2.29391 -3.00946 -0.04636
H -3.30511 -1.00609 -0.55388
H -9.60676 -2.77435 -1.78062
N 2.89252 -1.97471 0.26700
H 6.41790 9.97498 3.21987
H 7.02167 7.99039 4.50568
C 5.64934 9.21995 3.39611
P 4.17859 7.99932 1.54584
H 3.02017 -2.94893 0.02176
C -8.36222 -2.68942 -3.52993
H 5.30222 -1.84316 3.95931
C 4.79202 -1.13000 3.31457
H 3.93372 -0.72192 3.84255
H 7.16682 7.93257 -1.67717
H 1.87578 -3.42312 -1.70724
N 2.55517 -1.37348 -1.94280
H -8.96372 -6.51455 1.12421
H 5.47425 -0.31293 3.08104
H -7.98572 -2.17058 -1.46936
H -3.71855 -7.37526 -0.10084
O -1.16919 -0.53219 1.03512
O 4.42243 8.68370 0.14920
O 2.68630 2.03053 -2.01734
O 3.20401 8.08533 2.63884
N 2.49338 0.25319 -0.26139
H -0.18558 -3.64673 -0.85265
C -8.55569 -2.90026 -2.04455
C -0.39854 -2.57677 -0.95919
C 1.74702 -3.75133 2.22444
*
```

Computed properties:
* Kohn-Sham gap: 0.2897 Eh
* HOMO: -11.46 eV

---

[8]
ORCA calculation (ωB97M-V/def2-TZVPD) on a molecular structure, C23H16Cl2N8O2PtSe in a non-equilibrium geometry.

```
! RIJCOSX wB97M-V def2-TZVPD def2/J DEFGRID3
* xyz 2 1
C 0.77318 -1.13507 2.26187
C -2.40923 2.66475 0.90806
H 2.17830 0.53695 3.75310
H 0.70432 -1.99197 -1.14358
C 0.89510 0.20994 -2.84379
H 0.90028 -3.81836 2.56036
Cl 2.62358 2.68963 5.48337
H 1.69120 0.78482 -2.38519
C 1.55196 2.50111 4.18709
Se -3.21956 -2.13493 -3.03450
C 0.60344 1.22147 2.38543
H 0.11619 -3.25671 -2.05010
C 0.98028 -0.13387 -4.22193
N -2.15226 -1.95260 -4.41931
H 3.87102 -1.83714 -0.78009
O -2.96650 3.30582 1.74287
Cl 0.81882 5.08102 4.68797
N 0.30268 -2.92055 -1.11424
H 1.84953 0.19028 -4.77603
C 3.22017 -2.30828 -0.05291
C -4.32280 2.91763 -2.28767
N -2.17858 -1.23568 -1.91952
Pt -0.54092 0.66515 -0.13452
C -3.37614 2.37136 -3.13455
H -1.46532 1.40992 -3.25238
N -0.09332 -0.13285 -2.05683
H 2.56378 -5.29489 1.38866
C -4.04800 2.96616 -0.92884
H 0.03414 -1.13271 -5.86019
C -1.10467 -1.26209 -4.00266
C -2.21475 1.83171 -2.60293
C 1.54437 -2.09670 1.45799
C -1.12777 -0.88031 -2.61767
C 1.56560 -3.43725 1.79811
N -1.14278 2.03200 1.12203
C 3.32937 -3.66831 0.21579
C -0.31816 2.34642 2.08778
H -3.51808 2.36790 -4.20619
H 4.07252 -4.26017 -0.30023
N -1.95294 1.84707 -1.29568
N 2.34293 -1.51689 0.55312
C -2.85233 2.44488 -0.48479
C 0.66056 3.64304 3.83022
H -0.55539 -2.90674 -0.58105
C -0.25349 3.54942 2.83474
H -0.92048 4.37092 2.62438
N 0.46784 0.17599 1.61795
C 0.00085 -0.86345 -4.81255
H -5.24484 3.32577 -2.67911
H -4.71774 3.42214 -0.21238
C 2.48741 -4.24349 1.14795
O 0.44241 -1.26532 3.39942
C 1.51675 1.34987 3.49336
*
```

Computed properties:
* Kohn-Sham gap: 0.2232 Eh
* HOMO: -14.66 eV

---

[9]
ORCA calculation (ωB97M-V/def2-TZVPD) on a molecular structure, C29H49O15Pb2S5 in a non-equilibrium geometry.

```
! RIJCOSX wB97M-V def2-TZVPD def2/J DEFGRID3
* xyz 2 2
H -2.59049 -1.28505 -1.89334
H -1.65123 3.92135 1.60315
S -1.08692 0.87155 5.65524
O -0.74247 -3.50782 -2.06632
H -2.49151 4.54854 -2.70365
H 0.24175 1.31712 -4.58675
C -0.22395 -1.63096 -5.96200
Pb 4.15501 0.76208 1.01102
H -2.80981 1.62067 3.88081
H -3.77117 -2.14566 -2.97568
S -3.59769 2.86694 -1.17674
H -3.09272 1.83938 1.03911
O -1.36804 2.04054 6.47798
O 2.32810 -5.84363 2.95236
O -2.77247 -4.71919 -2.96903
O 1.76630 0.50327 1.98216
C 2.75262 -4.74545 2.93222
O 4.89659 -1.28522 2.83436
C -1.73891 3.50540 0.59946
C -3.47814 -3.02241 0.27333
O 0.21803 0.71863 4.96577
H 1.12351 -0.71284 -0.67124
H 2.63107 3.55857 -3.82006
O -4.75383 3.71262 -1.35254
S -2.20252 -3.80969 -2.02182
H -0.88516 2.85330 0.41516
C 4.75960 3.51445 -3.42740
H -4.15568 -3.27967 1.08749
H -5.03400 -2.90046 -1.18176
C 2.35200 -3.77532 3.95541
C -0.77898 -0.75584 -4.80144
H 2.23651 0.19658 -5.40562
O 2.31929 -2.08378 -6.60712
C -4.19348 -2.26831 -0.89540
C 4.36900 -3.19158 1.85127
H -0.06468 -0.96163 -6.80742
H 0.08202 -1.42016 3.01984
C 1.70737 -0.34982 -4.62487
H 3.25734 1.86732 -3.33229
C 0.28198 0.27319 -4.27577
H -0.58485 -1.18603 6.76847
H 0.99087 -2.25975 1.87362
C -2.79959 -4.24663 -0.31313
C -1.54811 -0.71878 6.56377
H -2.33564 -5.01475 0.30564
O 2.57952 -1.68209 4.76678
H -0.49330 -0.22099 -0.44138
O 3.17183 2.36918 -0.59892
H -4.54519 -1.31824 -0.49320
H -0.73360 -2.50801 -6.36095
H -0.22561 0.47707 1.79317
H 3.84959 5.03620 -0.41336
H -0.91172 5.13190 -0.53565
H 0.32420 0.15718 -3.19279
C 0.52459 0.02765 -0.14108
H 3.66977 5.48888 -2.09175
H -3.80266 3.45525 1.21601
H 5.69292 3.21858 -1.46479
H -1.07588 -1.48281 -4.04547
H -2.69535 -2.35119 0.62660
H -0.68909 -2.00933 1.52712
H 5.27815 -3.16196 1.26904
Pb 2.66886 0.98321 4.49163
C -2.45204 0.74978 4.43006
H 2.48659 -0.42440 -3.86636
C -3.51277 -0.19531 5.08041
S 1.43779 -1.98905 -5.42905
H 4.82698 4.27736 -4.20300
H -4.19203 -0.75739 4.43950
H 1.62319 -4.07874 4.69241
C 3.32832 2.95132 -3.24284
O 3.61017 -5.15342 0.79189
H -3.63626 -4.80736 -0.72985
O 1.44085 -3.04268 -4.37247
C -2.60243 -1.32598 5.61774
C 0.59995 -0.10306 1.38086
C 3.53501 -4.33307 1.70653
O -3.47113 1.58307 -1.88923
C -3.14533 2.83746 0.60416
H -1.91689 -0.29839 7.49938
S 2.74751 3.34819 -1.54976
H -2.14527 0.06230 3.64180
H 0.73209 1.02316 -0.53348
C 3.97602 4.67536 -1.43410
H 6.11820 4.71996 -2.33345
C -3.17560 -2.18877 -2.06378
C 5.30965 4.03594 -2.07563
H -1.78959 -0.48692 -5.10878
H -4.28601 0.27675 5.68651
C 4.06266 -2.21668 2.77999
H -1.54082 3.25734 -2.20109
C -2.29202 3.94727 -1.81664
H 5.31557 2.67188 -3.83856
H -2.13614 -1.81897 4.76473
C 2.95711 -2.54315 3.90471
H -2.61806 5.31805 -0.34451
C 0.19303 -1.52006 1.94012
O 1.42785 4.04176 -1.56088
H -3.27291 -2.04752 6.08459
C -1.84718 4.57243 -0.53917
*
```

Computed properties:
* Kohn-Sham gap (alpha / beta): 0.1577 / 0.1560 Eh
* HOMO (alpha / beta): -13.39 / -13.39 eV
* <S²>: 0.793